No. 1
{"formula": "C2HCl2NO2", "method": "ωB97M-V/def2-TZVPD", "multiplicity": 3, "e_lumo_ha": [0.018, -0.096], "de_lowest_ev": 0.0000, "molar_mass_g_mol": 141.94, "e_tot_ev": -32714.634, "homo_ev": [-8.827, -10.932], "symbols": ["C", "C", "N", "O", "O", "Cl", "Cl", "H"], "positions_angstrom": [[1.046, 0.045, 0.765], [-0.643, 0.363, -0.737], [-0.017, -0.531, 0.102], [-0.578, -1.487, 0.681], [1.592, -0.264, 1.767], [-0.375, 0.882, -2.290], [-2.391, 0.062, -0.414], [1.367, 0.929, 0.127]], "forces_ev_per_a": [[2.312, 2.539, -1.030], [-5.370, 0.193, -0.229], [2.462, -0.656, 1.486], [-0.844, -1.759, -0.188], [-0.162, -0.806, 0.561], [0.981, -0.251, -0.791], [0.659, 1.161, -0.529], [-0.036, -0.421, 0.720]]}

***

No. 2
{"formula": "C2HCl2NS", "method": "ωB97M-V/def2-TZVPD", "e_lumo_ha": [-0.103, -0.103], "de_lowest_ev": 2.1670, "molar_mass_g_mol": 142.01, "e_tot_ev": -39457.285, "homo_ev": [-9.809, -9.790], "symbols": ["C", "C", "N", "S", "Cl", "Cl", "H"], "positions_angstrom": [[-2.494, 1.199, -0.745], [-1.490, 0.664, 0.031], [-3.306, 1.755, -1.344], [-0.060, 0.286, -0.963], [-1.336, 0.650, 1.624], [-2.763, -1.584, 0.095], [0.623, -0.011, 0.107]], "forces_ev_per_a": [[-2.225, 1.417, -0.340], [1.866, -3.695, -2.776], [0.274, -0.119, -0.050], [-1.339, 0.683, 0.069], [-0.005, 0.937, 2.721], [0.617, 1.145, -0.304], [0.812, -0.369, 0.680]]}

***

No. 3
{"formula": "C2HCl2O2", "method": "ωB97M-V/def2-TZVPD", "e_lumo_ha": 0.136, "de_lowest_ev": 0.8961, "molar_mass_g_mol": 127.93, "e_tot_ev": -31230.609, "charge": -1, "homo_ev": -2.283, "symbols": ["C", "C", "O", "O", "Cl", "Cl", "H"], "positions_angstrom": [[2.346, 0.360, 1.159], [0.286, 0.897, -0.654], [2.681, 1.441, 1.386], [2.021, -0.727, 0.947], [-0.372, 1.918, -1.964], [-0.654, 1.359, 0.890], [0.005, -0.141, -0.902]], "forces_ev_per_a": [[-0.742, 0.490, -0.733], [1.081, -0.267, 0.421], [0.587, 0.426, 0.453], [0.273, -1.024, 0.331], [-0.421, 0.253, -0.627], [-0.261, -0.317, -0.075], [-0.517, 0.439, 0.230]]}

***

What did the third record say?
{"formula": "C2HCl2O2", "method": "ωB97M-V/def2-TZVPD", "e_lumo_ha": 0.136, "de_lowest_ev": 0.8961, "molar_mass_g_mol": 127.93, "e_tot_ev": -31230.609, "charge": -1, "homo_ev": -2.283, "symbols": ["C", "C", "O", "O", "Cl", "Cl", "H"], "positions_angstrom": [[2.346, 0.360, 1.159], [0.286, 0.897, -0.654], [2.681, 1.441, 1.386], [2.021, -0.727, 0.947], [-0.372, 1.918, -1.964], [-0.654, 1.359, 0.890], [0.005, -0.141, -0.902]], "forces_ev_per_a": [[-0.742, 0.490, -0.733], [1.081, -0.267, 0.421], [0.587, 0.426, 0.453], [0.273, -1.024, 0.331], [-0.421, 0.253, -0.627], [-0.261, -0.317, -0.075], [-0.517, 0.439, 0.230]]}

***

Copy entry 3 word for word.
{"formula": "C2HCl2O2", "method": "ωB97M-V/def2-TZVPD", "e_lumo_ha": 0.136, "de_lowest_ev": 0.8961, "molar_mass_g_mol": 127.93, "e_tot_ev": -31230.609, "charge": -1, "homo_ev": -2.283, "symbols": ["C", "C", "O", "O", "Cl", "Cl", "H"], "positions_angstrom": [[2.346, 0.360, 1.159], [0.286, 0.897, -0.654], [2.681, 1.441, 1.386], [2.021, -0.727, 0.947], [-0.372, 1.918, -1.964], [-0.654, 1.359, 0.890], [0.005, -0.141, -0.902]], "forces_ev_per_a": [[-0.742, 0.490, -0.733], [1.081, -0.267, 0.421], [0.587, 0.426, 0.453], [0.273, -1.024, 0.331], [-0.421, 0.253, -0.627], [-0.261, -0.317, -0.075], [-0.517, 0.439, 0.230]]}